(1)
The following is a DFT calculation (ωB97M-V with the def2-TZVPD basis set) of a 3-piece molecular cluster, C3H10N2O overall.

Net charge: 0

The geometry in XYZ format:
```
16
Properties=species:S:1:pos:R:3:forces:R:3
C -0.048 -1.477 2.581 0.0 -0.2 -0.7
C -0.794 -1.559 0.384 0.1 0.3 0.2
N 0.088 -1.950 1.191 0.6 0.7 0.0
H -0.967 -1.831 3.049 0.1 0.0 0.2
H 0.855 -1.732 3.128 -0.2 -0.4 0.2
H -0.048 -0.390 2.523 -0.2 0.1 0.2
H -1.743 -1.124 0.726 0.0 0.1 0.0
H -0.572 -1.491 -0.681 -0.3 -0.8 -0.1
H 4.027 1.560 -1.960 0.2 0.4 0.3
N 3.067 1.779 -2.161 -1.1 -0.5 -0.1
C -2.291 1.077 -1.358 0.3 0.9 1.2
O -1.827 1.012 -2.458 -0.2 -0.3 0.0
H 2.476 1.116 -1.669 0.2 -0.3 -0.2
H 2.727 2.667 -1.827 0.7 0.4 0.0
H -2.910 1.913 -0.967 -0.3 0.1 -0.8
H -2.039 0.430 -0.502 0.2 -0.6 -0.5
```
Positions in Å, forces in eV/Å.

***

(2)
The following is a DFT calculation (ωB97M-V with the def2-TZVPD basis set) of a 2-piece molecular cluster, C3H10N2O overall.

Net charge: 0

The geometry in XYZ format:
```
16
Properties=species:S:1:pos:R:3:forces:R:3
C -2.279 -0.311 0.020 0.1 -0.1 0.1
O -1.451 -0.460 -1.104 1.3 0.8 -0.1
H -0.601 0.075 -0.948 -1.4 -0.9 -0.3
H -1.849 -0.804 0.906 -0.2 0.1 0.0
H -2.461 0.742 0.254 -0.1 0.0 0.1
H -3.235 -0.776 -0.218 0.0 0.0 0.1
C 0.945 1.857 0.594 0.1 0.4 0.5
C 1.443 -1.549 -0.369 -0.5 -0.9 -0.6
N 1.520 -0.324 0.355 -0.5 2.1 0.1
N 0.887 0.629 -0.148 0.8 -1.7 0.1
H 1.559 2.560 0.030 0.0 0.1 0.0
H 1.360 1.715 1.596 0.0 0.0 -0.1
H -0.064 2.266 0.650 0.0 0.0 0.0
H 1.020 -1.455 -1.373 0.1 0.2 0.0
H 0.747 -2.206 0.188 0.7 0.1 -0.1
H 2.457 -1.959 -0.434 -0.3 -0.2 0.2
```
Positions in Å, forces in eV/Å.

***

(3)
The following is a DFT calculation (ωB97M-V with the def2-TZVPD basis set) of a 2-piece molecular cluster, C3H10N2O overall.

Net charge: 0

The geometry in XYZ format:
```
16
Properties=species:S:1:pos:R:3:forces:R:3
C -0.351 1.835 0.504 -0.1 1.4 0.8
C -0.311 0.503 1.138 -2.7 -3.1 -2.5
C 0.458 -0.565 0.523 2.6 -2.1 -0.2
N 0.007 -0.985 -0.828 -1.2 1.4 0.8
N -1.527 -0.206 1.515 2.1 3.3 0.3
H -0.650 2.625 1.198 -0.1 0.0 0.1
H -1.137 1.823 -0.266 0.1 -0.1 0.2
H 0.559 2.175 0.016 0.3 -0.5 0.2
H 1.549 -0.380 0.495 -0.2 0.3 -0.3
H 0.383 -1.539 0.998 -0.1 0.5 1.3
H -0.647 -0.352 -1.274 0.5 0.2 -0.4
H -2.220 0.478 1.816 -0.3 -0.2 -0.2
H -1.643 -0.442 0.511 -0.9 -1.4 0.3
H 2.672 -1.996 -2.763 -0.1 -0.2 -0.1
H 0.820 -1.350 -1.434 0.7 0.0 -0.9
O 2.040 -1.624 -2.151 -0.3 0.5 0.5
```
Positions in Å, forces in eV/Å.

***

(4)
The following is a DFT calculation (ωB97M-V with the def2-TZVPD basis set) of C3H10N2O in the gas phase.

Net charge: 0

The geometry in XYZ format:
```
16
Properties=species:S:1:pos:R:3:forces:R:3
C 0.767 -0.090 0.138 -1.1 -2.2 -0.4
C -0.747 -0.487 -0.596 2.9 -2.4 1.5
C -1.759 -0.743 0.499 -0.1 0.2 -0.4
N 0.742 1.030 1.056 -0.7 0.3 -0.5
N 1.780 -0.096 -0.900 -0.3 0.1 -0.2
O -1.079 0.526 -1.480 1.9 3.1 3.4
H -0.577 1.044 -0.661 -2.6 0.9 -4.0
H 0.924 -0.980 0.754 0.1 0.1 0.1
H -0.496 -1.390 -1.164 -0.1 -0.1 0.2
H 1.524 0.521 -1.665 0.1 0.0 0.0
H 0.775 1.910 0.551 0.3 0.1 0.2
H 1.496 0.999 1.731 -0.1 0.0 -0.1
H 2.696 0.155 -0.545 -0.1 0.1 -0.1
H -2.742 -0.860 0.044 0.0 -0.1 0.0
H -1.510 -1.643 1.058 0.0 0.0 0.0
H -1.794 0.105 1.181 0.0 0.0 0.1
```
Positions in Å, forces in eV/Å.

***

(5)
The following is a DFT calculation (ωB97M-V with the def2-TZVPD basis set) of C3H10N2O as an isolated structure.

Net charge: 0

The geometry in XYZ format:
```
16
Properties=species:S:1:pos:R:3:forces:R:3
C -0.576 1.222 -1.699 0.9 2.3 1.1
C -1.619 0.649 0.362 -1.3 -1.2 -0.3
N -0.539 0.753 -0.288 -0.7 0.1 -0.8
H -1.592 1.186 -2.075 0.1 -0.5 -0.3
H -0.289 2.309 -1.687 -0.1 -0.9 -0.1
H 0.215 0.711 -2.258 -0.5 -0.2 0.1
H -2.566 1.056 0.026 0.2 0.5 -0.8
H -1.871 -0.098 1.114 1.4 0.6 0.9
H 0.468 0.365 0.026 0.7 -1.2 -0.2
N 1.804 -0.451 0.210 -1.4 -0.4 0.5
C 0.692 -1.546 1.260 -2.2 2.3 2.6
O 0.982 -2.112 2.345 1.4 -0.7 -1.1
H 2.125 -1.335 -0.158 1.0 0.6 -0.3
H 2.420 -0.004 0.881 0.4 -0.6 -0.2
H 0.256 -2.090 0.408 0.3 -0.2 -0.3
H 0.090 -0.615 1.533 -0.1 -0.6 -0.6
```
Positions in Å, forces in eV/Å.

***

(6)
The following is a DFT calculation (ωB97M-V with the def2-TZVPD basis set) of C3H10N2O in the gas phase.

Net charge: 0

The geometry in XYZ format:
```
16
Properties=species:S:1:pos:R:3:forces:R:3
C 0.166 -0.101 0.297 -0.5 -1.9 0.0
C 0.367 0.401 1.723 -0.2 0.0 0.1
C 1.360 0.254 -0.581 0.1 -0.1 -0.4
N -1.099 0.377 -0.238 -0.2 1.5 0.0
N -1.405 -0.268 -1.511 -0.2 -0.5 -0.3
O 0.005 -1.568 0.386 0.6 0.7 0.1
H -0.548 -1.807 -0.383 0.4 0.2 0.2
H -1.806 0.136 0.470 0.2 -0.1 -0.8
H -0.937 0.226 -2.278 -0.1 0.1 0.7
H -2.402 -0.194 -1.742 0.5 0.1 0.6
H -0.475 0.117 2.364 0.0 0.1 -0.2
H 0.491 1.489 1.757 0.0 -0.2 -0.1
H 1.252 -0.069 2.166 -0.1 0.1 -0.3
H 2.305 0.019 -0.080 -0.3 0.0 0.1
H 1.362 -0.330 -1.508 -0.2 0.1 0.1
H 1.364 1.317 -0.842 -0.1 -0.1 0.1
```
Positions in Å, forces in eV/Å.

***

(7)
The following is a DFT calculation (ωB97M-V with the def2-TZVPD basis set) of C3H10N2O in the gas phase.

Net charge: 0

The geometry in XYZ format:
```
16
Properties=species:S:1:pos:R:3:forces:R:3
C 0.294 -0.335 -0.415 1.3 0.5 -0.6
C 1.454 0.718 -0.397 -0.3 -0.7 -0.4
C -2.030 -0.757 0.599 2.5 -1.4 1.2
N -0.711 0.211 0.413 -6.7 -0.2 -0.4
N 2.076 0.942 0.885 0.0 0.0 0.4
O -0.052 -0.663 -1.754 -0.3 0.0 0.1
H -0.370 0.139 -2.188 0.1 0.0 0.0
H -1.552 0.642 -0.130 3.4 1.3 -0.1
H 0.659 -1.277 0.013 -0.1 0.1 0.0
H 2.465 0.077 1.251 -0.1 0.2 0.0
H 1.376 1.267 1.548 0.1 -0.1 -0.1
H 1.061 1.674 -0.762 0.0 -0.1 0.0
H 2.205 0.367 -1.107 0.0 0.1 0.0
H -1.686 -1.490 1.328 -0.4 -0.3 0.0
H -2.310 -1.291 -0.313 0.1 0.3 -0.1
H -2.877 -0.225 1.029 0.3 0.4 -0.1
```
Positions in Å, forces in eV/Å.

***

(8)
The following is a DFT calculation (ωB97M-V with the def2-TZVPD basis set) of C3H10N2O as an isolated structure.

Net charge: 0

The geometry in XYZ format:
```
16
Properties=species:S:1:pos:R:3:forces:R:3
N -3.682 0.719 -1.256 0.3 1.2 1.4
C 0.473 -0.543 0.992 2.8 -0.3 0.8
C -0.920 -0.242 0.099 -2.8 1.7 -2.1
O -2.023 -0.685 0.533 1.0 -0.7 0.8
C 1.539 0.114 0.705 -4.1 0.9 1.4
N 3.916 -0.245 0.164 -1.0 -0.7 -0.5
H -4.518 0.833 -1.798 0.2 -0.6 -0.3
H -3.852 0.623 -0.261 -0.3 0.1 -0.3
H 0.290 -1.330 1.686 -0.3 -0.6 0.1
H -0.582 -0.594 -0.891 0.2 -0.3 0.1
H -0.893 0.872 0.121 0.4 -0.1 0.1
H -2.969 0.050 -1.439 -0.3 -0.6 -1.0
H 2.664 -0.350 0.374 4.7 -0.4 -0.9
H 1.569 1.192 0.699 0.8 0.1 -0.5
H 4.435 0.623 0.264 -0.6 -0.1 0.3
H 4.554 -1.037 0.011 -0.9 0.3 0.5
```
Positions in Å, forces in eV/Å.

***

(9)
The following is a DFT calculation (ωB97M-V with the def2-TZVPD basis set) of an isolated ion of composition C3H10N2O and charge +1.

Spin multiplicity: 2
Net charge: +1
⟨S²⟩: 0.755

The geometry in XYZ format:
```
16
Properties=species:S:1:pos:R:3:forces:R:3
C -0.426 0.826 0.353 -0.8 -0.4 -0.1
N 0.095 -0.368 0.920 0.3 0.5 -0.4
C -0.566 -1.631 1.057 -0.5 -1.2 0.4
O 0.234 -2.601 0.477 0.3 0.0 -0.1
C 0.517 1.519 -0.654 0.1 -0.2 0.0
N 0.029 1.218 -1.974 0.2 -0.1 -0.2
H -0.754 1.470 1.172 0.3 0.4 0.3
H -1.376 0.594 -0.151 0.2 -0.1 0.0
H 1.109 -0.438 0.945 0.2 0.0 0.2
H -0.801 -1.895 2.101 0.2 0.6 0.0
H -1.519 -1.615 0.540 -0.2 0.3 -0.2
H 0.743 -3.072 1.148 -0.1 -0.1 -0.1
H 0.479 2.588 -0.506 0.0 0.2 0.1
H 1.550 1.197 -0.486 0.1 0.1 0.2
H 0.337 0.307 -2.293 -0.1 0.0 -0.1
H 0.349 1.900 -2.650 -0.2 0.1 0.0
```
Positions in Å, forces in eV/Å.

***

(10)
The following is a DFT calculation (ωB97M-V with the def2-TZVPD basis set) of a 2-piece molecular cluster, C3H10N2O overall.

Spin multiplicity: 2
Net charge: +1
⟨S²⟩: 0.756

The geometry in XYZ format:
```
16
Properties=species:S:1:pos:R:3:forces:R:3
C 1.718 0.951 -0.295 -0.2 0.7 0.8
C 0.291 0.684 0.291 2.3 0.0 2.4
C -0.742 0.995 -0.522 -1.9 2.4 -5.4
N -2.100 0.805 -0.513 3.6 0.3 -2.9
N 0.025 0.097 1.588 1.0 -1.1 -2.5
H 1.923 0.142 -1.039 -0.2 0.5 0.6
H 1.840 1.954 -0.848 -0.5 -1.5 1.0
H 2.483 0.884 0.528 -0.7 0.1 -0.9
H -0.493 1.575 -1.583 -0.1 -2.0 2.8
H -2.461 0.471 0.277 -1.9 -1.7 4.2
H -2.306 0.199 -1.311 -0.8 0.9 -0.3
H -0.086 -0.960 1.365 -0.2 2.2 0.9
H 0.793 0.271 2.262 -0.5 -0.4 -0.7
H -0.834 -2.937 -0.559 -1.1 -1.0 -0.6
H 0.084 -2.738 0.617 0.1 -0.4 -0.2
O -0.133 -2.394 -0.257 1.0 1.2 0.9
```
Positions in Å, forces in eV/Å.

***

(11)
The following is a DFT calculation (ωB97M-V with the def2-TZVPD basis set) of a 2-piece molecular cluster, C3H10N2O2 overall.

Net charge: 0

The geometry in XYZ format:
```
17
Properties=species:S:1:pos:R:3:forces:R:3
N 0.696 -1.443 -0.655 0.5 0.2 -3.5
C 0.602 0.082 -0.969 -3.0 -2.4 -1.7
C 1.736 0.966 -0.519 0.3 1.4 -2.1
C -0.940 0.404 -0.625 1.2 0.2 1.8
N -1.840 -0.499 -1.092 2.0 0.5 -0.6
O -1.296 1.321 0.097 0.5 0.3 -0.6
H 0.907 -1.995 -1.613 -0.4 1.7 2.9
H 1.528 -1.567 -0.114 0.5 -0.3 0.5
H 0.501 0.142 -2.078 0.5 -0.1 0.6
H 1.399 1.708 0.252 0.7 -0.9 -0.4
H 1.987 1.606 -1.521 -0.1 -1.3 2.7
H 2.613 0.288 -0.302 -0.8 1.2 0.2
H -2.778 -0.233 -0.919 -0.8 -0.6 0.1
H -1.438 -1.391 -1.334 -0.8 -0.1 0.0
H 1.024 0.075 2.615 0.1 -1.0 0.5
H -0.241 0.074 3.351 1.4 -1.9 0.1
O 0.561 -0.549 3.223 -1.6 2.9 -0.6
```
Positions in Å, forces in eV/Å.

***

(12)
The following is a DFT calculation (ωB97M-V with the def2-TZVPD basis set) of a 2-piece molecular cluster, C3H10N2O2 overall.

Net charge: 0

The geometry in XYZ format:
```
17
Properties=species:S:1:pos:R:3:forces:R:3
O -1.120 -0.535 -0.205 0.1 0.1 -0.1
C -0.645 0.594 -0.295 -0.4 -0.3 -0.3
N 0.595 0.875 0.145 0.8 -0.6 0.2
C 1.520 -0.227 0.592 -0.5 1.3 -0.4
N 2.848 -0.037 0.144 0.2 -0.5 -0.2
C -1.478 1.732 -0.833 0.2 0.2 0.4
H 1.066 1.747 -0.022 -0.4 0.2 -0.2
H 1.491 -0.237 1.676 0.0 -0.3 0.2
H 1.072 -1.107 0.170 0.0 -0.6 0.1
H 3.436 0.634 0.600 0.0 0.1 0.0
H 3.072 -0.250 -0.816 -0.1 0.2 0.2
H -0.937 2.676 -0.804 -0.1 0.1 0.0
H -1.858 1.570 -1.836 0.2 -0.3 -0.1
H -2.337 1.775 -0.171 -0.2 0.2 0.0
H -2.944 -3.196 0.890 0.1 0.0 0.0
H -1.716 -2.595 0.201 -0.1 0.1 0.1
O -2.067 -3.420 0.564 0.0 0.0 0.0
```
Positions in Å, forces in eV/Å.

***

(13)
The following is a DFT calculation (ωB97M-V with the def2-TZVPD basis set) of a 2-piece molecular cluster, C3H10N2O2 overall.

Net charge: 0

The geometry in XYZ format:
```
17
Properties=species:S:1:pos:R:3:forces:R:3
C 2.308 0.648 0.285 0.8 -0.1 -0.2
C -0.859 1.516 0.405 -0.1 -0.1 -0.5
N 2.410 -0.604 0.420 -0.2 0.0 0.3
O -0.535 0.183 0.689 -0.3 -1.6 -0.6
H 2.703 -0.927 1.340 0.2 0.3 0.0
H 1.198 -1.420 -0.148 -1.9 -0.5 -0.8
H 2.648 1.388 1.011 -0.2 -0.1 0.2
H 1.972 1.024 -0.674 -0.2 0.1 0.0
H -0.283 1.881 -0.456 -0.1 0.1 0.1
H -0.605 2.098 1.293 0.0 -0.1 0.0
H -1.931 1.653 0.192 0.2 0.0 0.0
C -1.924 -1.155 -0.793 0.2 -0.1 0.3
N -0.555 -0.687 -0.618 0.2 1.8 0.2
O 0.216 -1.785 -0.370 1.3 0.3 1.1
H -2.252 -1.763 0.055 0.0 0.0 0.0
H -2.573 -0.293 -0.927 0.0 0.0 0.0
H -1.938 -1.754 -1.704 0.0 0.0 0.0
```
Positions in Å, forces in eV/Å.

***

(14)
The following is a DFT calculation (ωB97M-V with the def2-TZVPD basis set) of a 2-piece molecular cluster, C3H10N2O2 overall.

Net charge: 0

The geometry in XYZ format:
```
17
Properties=species:S:1:pos:R:3:forces:R:3
N -1.837 0.951 -0.145 -0.6 -0.6 2.9
C -0.703 0.015 -0.028 -0.6 0.8 -1.4
C -0.138 0.255 1.380 0.5 0.5 -1.3
C 0.236 0.255 -1.227 1.4 1.0 1.6
N 0.605 1.560 -1.423 -2.1 -0.7 1.0
O 0.763 -0.691 -1.771 0.0 -0.3 -0.5
H -2.438 0.744 0.707 0.9 0.7 -1.3
H -2.449 0.754 -0.885 -0.7 -0.4 -1.6
H -0.881 -1.052 -0.242 -0.8 0.1 0.7
H 0.693 0.986 1.377 0.1 -1.0 0.0
H 0.039 -0.747 1.716 0.8 0.0 1.1
H -0.869 0.782 1.973 -0.5 -0.3 0.3
H 1.438 1.772 -1.892 0.9 0.4 -0.8
H 0.058 2.250 -0.910 0.5 -0.2 -0.4
H 2.664 -2.671 0.392 -1.6 0.2 0.0
H 1.063 -2.374 0.219 1.0 0.0 -0.3
O 1.756 -2.789 0.758 0.5 -0.1 0.2
```
Positions in Å, forces in eV/Å.

***

These records have strongest force on any atom values of 0.02953 0.04264 0.09375 0.09638 0.07890 0.03797 0.13150 0.09409 0.02601 0.12127 0.08157 0.02836 0.04124 0.05805 Eh/bohr, in the order they appear.
These records have energy relative to the best compared isomer or geometry (same formula, charge and spin) values of 296.7 250.5 663.9 229.8 533.2 150.7 234.1 847.7 165.9 176.3 192.2 61.3 536.4 107.0 kJ/mol, in the order they appear.